Formula: C4H5NOS
Source: the OMol25 dataset
Level of theory: ωB97M-V/def2-TZVPD

Calculated values
- SMILES: C1=NSC[C@H]2O[C@H]12
- ΔE to the lowest compared entry with this formula, charge and spin: 83.3 kcal per mole
- Kohn-Sham gap: 9.92 eV
- DFT total energy: -683.4751 hartree
- F_max: 1.24 eV/A

Structure (XYZ):
```
12
C4H5NOS ωB97M-V/def2-TZVPD
C 0.1111 0.1666 -1.6312
N -0.8785 -0.5496 -1.2586
S -1.1586 -1.0691 0.3629
C -0.0088 -0.1504 1.5406
C 0.4087 0.9578 0.6046
O 1.6622 1.4881 0.1825
C 1.1041 0.3850 -0.5369
H 0.2059 0.4563 -2.6492
H 0.8053 -0.8089 1.8858
H -0.5818 0.1460 2.4089
H -0.3837 1.6346 0.3948
H 1.6522 -0.5341 -0.3582
```

=====

Formula: C5H2
Source: the OMol25 dataset
Level of theory: ωB97M-V/def2-TZVPD

Calculated values
- ΔE to the lowest compared entry with this formula, charge and spin: 101.2 kcal per mole
- Kohn-Sham gap: 7.83 eV
- DFT total energy: -191.3182 hartree
- F_max: 3.27 eV/A

Structure (XYZ):
```
7
C5H2 ωB97M-V/def2-TZVPD
C -1.6929 -1.0344 -0.0175
C -1.7465 0.3591 -0.3465
C -0.5427 -0.2492 0.2317
C 0.0728 1.1444 0.1288
C 0.9949 0.0660 0.0637
H 1.7054 0.1749 0.8374
H 1.2090 -0.4609 -0.8977
```

=====

Formula: C35H43N8O2PdSi2
Source: the OMol25 dataset
Level of theory: ωB97M-V/def2-TZVPD

Calculated values
- ΔE to the lowest compared entry with this formula, charge and spin: 16.6 kcal per mole
- <S²>: 2.01
- Kohn-Sham gap (alpha / beta): 7.66 / 6.50 eV
- DFT total energy: -2654.7235 hartree
- 2S+1: 3
- F_max: 1.84 eV/A
- Total charge: +1

Structure (XYZ):
```
91
C35H43N8O2PdSi2 ωB97M-V/def2-TZVPD
Pd 0.0252 0.2834 0.1004
C -3.4109 -3.3292 2.7870
N -2.5463 -2.7777 1.7836
C -1.5270 -1.9224 1.9205
N -0.9130 -1.7764 0.7588
C -1.6085 -2.5910 -0.0724
N -2.5866 -3.2156 0.5261
C -2.7310 -4.4345 3.5723
C -3.3421 -4.9676 4.7020
C -2.7078 -5.9526 5.4412
C -1.4557 -6.4160 5.0757
C -0.8444 -5.8956 3.9397
C -1.4940 -4.9167 3.1912
C 0.4743 -6.2931 3.5052
N 1.3507 -7.0506 4.0930
N 2.4510 -7.0522 3.3327
C 2.2145 -6.3006 2.2969
O 0.9634 -5.7854 2.3452
C 3.0951 -5.9436 1.2050
C 4.4532 -6.2468 1.2737
C 5.2814 -5.8560 0.2405
C 4.7689 -5.1665 -0.8466
C 3.4131 -4.8725 -0.9362
C 2.8740 -4.2151 -2.1839
N 2.3273 -2.8853 -2.0109
C 1.4163 -2.4243 -1.1509
N 1.1107 -1.1701 -1.4491
C 1.8879 -0.9035 -2.5238
N 2.6267 -1.9204 -2.8819
C 2.5780 -5.2759 0.0943
H -4.2902 -3.7226 2.2679
H -3.7251 -2.5288 3.4640
H -1.2620 -1.4337 2.8372
H -1.3881 -2.7139 -1.1143
H -4.3149 -4.6092 5.0044
H -3.1949 -6.3547 6.3165
H -0.9458 -7.1683 5.6516
H -1.0021 -4.5421 2.3080
H 4.8261 -6.7824 2.1317
H 6.3326 -6.0927 0.2785
H 5.4289 -4.8794 -1.6487
H 2.0878 -4.8481 -2.6151
H 3.6768 -4.1023 -2.9151
H 1.0052 -2.9937 -0.3446
H 1.9046 0.0382 -3.0369
H 1.5124 -5.1116 0.0389
C 1.7360 0.8336 2.6420
Si 2.7785 1.2002 1.0673
C 3.6313 -0.4540 0.5931
C 4.0797 2.5659 1.3651
C 1.6001 1.7077 -0.3163
Si 0.4306 3.1995 -0.1959
C 1.3706 4.6769 -0.9649
C -0.1365 3.6621 1.5721
C -1.1071 2.8581 -1.3097
H 2.2680 0.1851 3.3309
H 0.7986 0.3273 2.3644
H 1.4825 1.7410 3.1780
H 4.4784 -0.6550 1.2399
H 3.9949 -0.4367 -0.4296
H 2.9354 -1.2848 0.6939
H 4.8036 2.2638 2.1139
H 3.6176 3.4876 1.7024
H 4.6251 2.7875 0.4534
H 2.0073 1.5990 -1.3182
H 2.2397 4.9427 -0.3758
H 0.7203 5.5416 -1.0231
H 1.7108 4.4596 -1.9696
H 0.6534 4.1609 2.1276
H -0.4373 2.7821 2.1311
H -0.9905 4.3346 1.5332
H -0.9025 3.1501 -2.3342
H -1.9777 3.4154 -0.9779
H -1.3659 1.7916 -1.3187
C -3.6288 2.1205 2.1600
C -2.9683 1.0475 1.3452
O -1.7511 0.8856 1.4231
C -3.8272 0.2171 0.4838
C -3.3428 -0.2964 -0.7247
C -4.1664 -1.0562 -1.5351
C -5.4543 -1.3729 -1.1301
C -5.9286 -0.9006 0.0830
C -5.1370 -0.0887 0.8705
H -2.8702 2.7076 2.6681
H -4.2818 1.6881 2.9134
H -4.2307 2.7552 1.5142
H -2.3181 -0.0741 -1.0438
H -3.8165 -1.4076 -2.4926
H -6.0907 -1.9724 -1.7629
H -6.9229 -1.1588 0.4117
H -5.5264 0.2919 1.8031
```

=====

What did the second record say?
Formula: C5H2
Source: the OMol25 dataset
Level of theory: ωB97M-V/def2-TZVPD

Calculated values
- ΔE to the lowest compared entry with this formula, charge and spin: 101.2 kcal per mole
- Kohn-Sham gap: 7.83 eV
- DFT total energy: -191.3182 hartree
- F_max: 3.27 eV/A

Structure (XYZ):
```
7
C5H2 ωB97M-V/def2-TZVPD
C -1.6929 -1.0344 -0.0175
C -1.7465 0.3591 -0.3465
C -0.5427 -0.2492 0.2317
C 0.0728 1.1444 0.1288
C 0.9949 0.0660 0.0637
H 1.7054 0.1749 0.8374
H 1.2090 -0.4609 -0.8977
```

=====

Q: What is the DFT total energy in the second record?
A: -191.3182 hartree

=====

Q: Which value of F_max does entry 2 give?
A: 3.27 eV/A

=====

What did the first record say?
Formula: C4H5NOS
Source: the OMol25 dataset
Level of theory: ωB97M-V/def2-TZVPD

Calculated values
- SMILES: C1=NSC[C@H]2O[C@H]12
- ΔE to the lowest compared entry with this formula, charge and spin: 83.3 kcal per mole
- Kohn-Sham gap: 9.92 eV
- DFT total energy: -683.4751 hartree
- F_max: 1.24 eV/A

Structure (XYZ):
```
12
C4H5NOS ωB97M-V/def2-TZVPD
C 0.1111 0.1666 -1.6312
N -0.8785 -0.5496 -1.2586
S -1.1586 -1.0691 0.3629
C -0.0088 -0.1504 1.5406
C 0.4087 0.9578 0.6046
O 1.6622 1.4881 0.1825
C 1.1041 0.3850 -0.5369
H 0.2059 0.4563 -2.6492
H 0.8053 -0.8089 1.8858
H -0.5818 0.1460 2.4089
H -0.3837 1.6346 0.3948
H 1.6522 -0.5341 -0.3582
```